Entry 1:
C16H31N3O3S in the gas phase in a non-equilibrium geometry. Source: OMol25; level of theory: ωB97M-V/def2-TZVPD.

XYZ file:
```
54
Properties=species:S:1:pos:R:3:forces:R:3:lowdin_charge:R:1
C -0.88511 2.34653 4.51802 -0.1 -1.9 -0.5 -0.087
C 1.39150 -1.35578 -5.14841 2.2 4.7 -0.6 -0.125
H 2.28471 -0.17600 -3.61602 1.2 1.6 -0.7 0.106
H -0.27726 0.63432 -1.19064 -2.6 0.1 -0.5 0.068
H 1.17124 1.43219 -2.06904 -0.4 0.5 -1.1 0.091
H -3.15094 1.21053 3.57524 0.7 -1.6 2.4 0.211
H 2.34368 1.64004 -0.00612 -0.2 -1.1 0.9 0.142
C 1.46466 -0.88949 -8.15404 -3.1 -2.2 1.8 -0.068
H 0.99754 -2.28475 -5.12627 -2.4 -2.7 0.2 0.070
H -0.54645 0.01602 -7.48552 -1.1 1.0 -2.2 0.078
H 1.47817 0.81943 -6.05497 -3.2 -2.4 0.6 0.198
C 1.30356 1.27546 0.07301 -2.6 3.9 -4.0 -0.227
H 1.96848 0.00832 -8.15854 1.8 1.7 0.1 0.029
O -1.47295 -0.26583 0.91246 0.0 0.4 0.0 -0.281
H 0.71398 2.20359 0.03411 0.6 0.4 0.8 0.105
O -1.09450 2.19791 1.45460 2.5 -5.5 0.2 -0.324
C 1.09789 -1.57693 -0.16988 3.8 5.1 0.1 -0.082
C -2.86252 0.79798 4.72306 -2.9 -6.4 -10.3 -0.281
C -2.13568 -0.57150 4.79147 -7.7 -1.0 2.0 -0.148
S -0.60646 0.69838 1.55434 -11.6 3.0 4.6 0.712
H 0.46930 0.67764 4.90258 2.9 -3.4 6.0 0.034
H 1.06782 -1.04286 -9.14374 0.2 -0.5 -0.4 0.058
C 0.02512 1.00873 4.13619 -0.8 8.3 -6.0 -0.168
H 2.39405 -1.57840 -5.59684 -0.8 0.8 -0.3 0.121
H 1.98166 -1.81046 -7.72816 -0.2 1.5 -1.0 0.091
H -1.22836 2.68965 3.53163 0.0 -0.1 0.4 0.049
H -2.64717 2.86230 5.47729 -0.8 -2.3 -0.7 0.159
N -0.67211 0.11837 3.29692 6.9 9.7 -7.2 -0.213
H -0.37197 -1.66467 -7.11287 1.0 1.5 0.1 0.144
H -0.76643 -1.69781 3.99903 3.6 -4.8 1.1 0.072
H -0.29469 3.26431 4.93244 -1.0 -2.0 0.0 0.124
H 0.13709 -1.79725 -0.29884 -4.2 -0.8 0.8 0.065
H -3.72088 0.89729 5.17957 -5.4 -1.4 2.1 0.072
H 1.00256 -1.30017 1.88894 1.6 -0.4 0.8 0.107
C -1.24787 -0.90041 3.71879 -9.9 -5.5 -2.1 -0.376
C 1.48639 -0.84991 -1.46200 2.4 7.1 6.8 -0.185
H 2.59577 -0.41600 -1.23109 -2.1 -1.4 -1.6 0.189
O 0.48966 -2.54708 -2.75063 1.7 5.2 1.0 -0.043
H 0.96252 1.59087 3.57511 -2.1 -1.9 0.8 0.161
H -1.80879 -0.49242 5.75932 2.0 -0.4 2.4 0.077
C 0.20136 -0.65915 -7.20526 -0.5 -2.4 -1.4 -0.305
C 1.65105 -0.75391 1.19119 -6.2 -1.9 -2.2 0.020
C 0.72011 0.81463 -1.33812 5.2 -4.0 2.7 0.028
H 1.66034 -2.38553 -0.08442 2.2 -4.1 -0.1 0.067
N 1.72415 -0.94535 -3.81894 -1.4 -0.3 2.6 0.040
C 1.14080 -1.36277 -2.65122 -2.2 -9.5 -7.2 -0.424
H -0.12232 0.12301 -5.33031 -8.5 3.2 7.3 -0.020
C 0.52077 -0.09570 -5.91356 14.7 -4.2 -4.8 -0.125
H -2.10429 -1.31844 2.85491 2.7 1.1 1.9 0.217
H 2.75773 -0.77818 1.20783 -0.9 1.0 0.5 0.139
H -3.05461 -1.42691 4.97426 2.6 2.0 -0.8 0.183
N 0.75985 0.52516 1.13404 12.1 -1.2 -1.5 -0.316
C -2.25435 1.76113 5.28836 9.5 14.7 3.4 -0.316
H -1.84394 1.65135 6.22611 0.6 -1.2 2.6 0.084
```
Positions in Å, forces in eV/Å.

## Properties
Kohn-Sham gap	8.86	eV
energy above the lowest of the compared OMol25 structures with the same formula, charge and spin	1649.63	kJ/mol
LUMO energy	0.4	eV
HOMO	-0.311	Eh

---

Entry 2:
2 unconnected molecules or ions with the total composition C16H31NO4S. Source: OMol25; level of theory: ωB97M-V/def2-TZVPD.

XYZ file:
```
53
Properties=species:S:1:pos:R:3:forces:R:3:lowdin_charge:R:1
C -1.24669 0.01688 -0.11032 -0.1 0.0 0.2 -0.116
H 1.07842 -1.99760 -1.68455 0.0 0.0 0.1 0.126
H -1.20861 -1.87010 -1.17605 0.0 0.1 0.0 0.143
H 2.81005 3.92152 -0.08127 0.0 0.0 0.0 0.114
H -1.51827 -5.17075 -0.86821 0.0 0.0 0.0 0.054
H 1.20894 1.56029 -1.14008 0.1 0.1 0.0 0.080
H 0.49316 2.29679 1.05750 0.1 0.1 0.1 0.071
H 4.14504 1.59727 -1.57638 0.0 0.0 0.1 0.108
C -1.43944 -6.25012 -0.97446 0.0 0.0 0.0 -0.074
H -3.69304 -1.33017 1.97369 0.0 0.0 0.0 0.140
C -0.57771 -1.30588 -0.48398 0.1 0.0 -0.1 -0.326
H 3.75475 1.58790 0.11815 0.0 0.0 0.0 0.092
N -2.43065 -7.01362 -3.26031 0.0 0.0 0.0 0.116
H 2.17987 2.57709 -2.17083 0.0 0.0 0.0 0.110
H 0.67789 -0.30503 -1.85327 0.0 -0.1 0.0 0.113
C -2.64165 -0.13431 0.51085 0.1 0.0 -0.1 -0.328
H 2.22223 -1.59478 0.42824 0.0 0.0 0.0 0.112
H -4.28124 2.60765 0.43215 0.1 0.0 0.1 0.118
H -3.53205 1.68864 -0.86718 0.0 0.1 0.0 0.120
C -1.99468 -6.68236 -2.25150 0.0 0.0 0.0 -0.287
H 1.96207 2.49412 3.19642 0.0 0.0 0.0 0.072
H -2.57899 4.13926 -0.11551 0.0 0.0 0.0 0.077
C -3.35276 2.12668 0.12190 0.1 -0.1 -0.1 -0.234
O 0.11374 -1.69007 2.03048 0.0 -0.1 0.0 -0.241
C -2.67108 -1.11929 1.67274 0.1 0.0 -0.1 -0.115
C 1.94649 -0.72815 -0.17350 0.0 0.1 0.1 -0.204
O -0.21228 -3.69056 0.58218 0.1 0.0 0.0 -0.255
C 2.33635 2.40972 2.17425 0.0 0.0 0.1 -0.103
C 3.36065 1.32630 -0.86555 0.0 0.1 0.1 -0.191
S -0.55443 -2.35440 0.95336 0.0 0.0 -0.1 0.642
H -0.61011 0.57511 0.58162 0.0 -0.1 0.0 0.115
H 4.07404 -0.65962 -0.52635 0.0 0.0 0.0 0.108
H 2.54118 1.35350 1.99839 0.0 0.0 0.0 0.057
O -3.11204 1.07515 1.05925 -0.1 0.0 -0.1 -0.112
O -2.11246 -2.39100 1.26503 -0.1 0.0 0.0 -0.213
H 1.59859 0.02491 0.53964 0.0 0.0 0.0 0.088
C 2.11113 2.18134 -1.15412 -0.1 -0.1 -0.1 -0.195
C -2.20651 3.13356 0.08257 0.0 0.0 0.0 -0.067
H -3.32808 -0.49019 -0.27280 0.0 0.0 0.1 0.162
C 1.32929 2.99598 1.18486 0.0 -0.1 -0.1 -0.258
H -0.38696 -6.51961 -0.91075 0.0 0.0 0.0 0.086
C 0.80594 -1.10434 -1.11660 -0.1 -0.1 -0.1 -0.176
H -1.70550 3.14429 1.05158 -0.1 0.1 0.0 0.075
H 3.12124 -0.51602 -1.97745 0.0 0.0 0.0 0.111
H 3.28723 2.94533 2.12568 0.0 0.0 0.0 0.075
H -1.32970 0.60047 -1.02990 0.0 0.0 0.0 0.125
C 1.87776 3.35542 -0.20071 0.1 0.1 0.0 -0.214
H -2.10790 -0.73110 2.52144 0.0 0.0 0.0 0.134
C 3.17234 -0.19549 -0.93018 0.0 0.0 -0.1 -0.187
H -1.97600 -6.72174 -0.15338 0.0 0.0 0.0 0.086
H 1.16908 4.03669 -0.68052 0.0 0.0 0.0 0.101
H -1.46272 2.89759 -0.68036 0.0 0.0 0.1 0.062
H 0.89411 3.89683 1.62408 0.0 0.0 0.0 0.104
```
Positions in Å, forces in eV/Å.

## Properties
Kohn-Sham gap	10.91	eV
LUMO energy	0.5	eV
HOMO	-0.383	Eh

---

Entry 3:
A molecular structure, C16H31NO4Si4Ti in a non-equilibrium geometry. Source: OMol25; level of theory: ωB97M-V/def2-TZVPD.

XYZ file:
```
57
Properties=species:S:1:pos:R:3:forces:R:3:lowdin_charge:R:1
C -2.20285 -2.61009 0.70479 0.1 0.2 -0.2 -0.377
H -3.04316 0.59690 0.81648 0.0 0.0 0.0 0.011
H 2.38862 -0.89138 -3.86285 0.0 0.0 0.0 0.055
N 0.05682 -2.53161 1.05698 0.0 -0.6 0.6 0.048
H 4.23662 0.76922 -2.16512 0.0 0.0 0.0 0.043
O 3.51575 -2.68121 1.01154 -0.1 0.0 0.1 0.159
H -0.65134 3.59743 1.40287 0.0 0.0 0.0 0.022
C 1.45124 -0.67929 -3.34070 -0.1 0.0 0.0 -0.203
Si 0.11846 0.62089 -0.46608 -0.2 0.1 0.2 0.441
C 0.07964 -3.66847 3.55833 -0.1 0.0 -0.1 0.019
H 2.35842 1.13369 3.30850 0.0 0.0 0.0 0.042
C 2.23974 0.93891 2.23827 0.0 0.0 0.1 -0.196
H 3.61530 -0.25177 -0.86632 0.0 0.0 0.0 0.022
H -2.03796 -0.85042 -2.93127 0.0 0.0 0.0 0.013
O -1.90672 -2.20962 -0.44133 -0.7 -0.4 0.7 -0.036
H -3.86731 -0.22294 -0.52475 0.0 0.0 0.0 0.015
C -0.75603 0.71840 2.89338 0.0 0.0 0.1 -0.204
C 1.56058 2.31449 -3.18942 0.0 0.0 -0.1 -0.211
C -2.19947 0.22871 -3.00783 -0.1 0.1 0.0 -0.210
H 2.47362 -0.11249 2.06392 0.0 0.0 0.0 0.013
H 3.59857 1.51373 -0.70178 0.0 0.0 0.0 0.028
C -1.13554 -3.41013 2.91797 -0.1 -0.1 0.2 0.055
H 1.65111 3.23111 -2.60513 0.0 0.0 0.0 0.037
H -1.94916 3.58108 -0.82540 0.0 0.0 0.0 0.026
H 0.58933 2.32422 -3.69000 0.0 0.0 0.0 0.019
C 1.26785 -3.39335 2.90130 0.1 0.2 -0.1 0.074
H -4.05472 -2.66967 0.37664 0.0 0.0 0.0 0.167
C 3.46007 0.68607 -1.40100 0.0 0.0 0.0 -0.198
H 1.14881 -1.67552 -2.97884 0.0 -0.1 0.1 -0.006
H -1.22888 3.29536 -2.41143 0.0 0.0 0.0 0.019
Si 1.75117 0.77687 -2.14198 0.0 0.1 0.1 0.348
H -0.40534 0.87162 3.91842 0.0 0.0 0.0 0.040
C 1.21045 -2.81493 1.63717 0.2 -0.1 0.0 -0.130
H -2.98589 3.26140 -2.21709 0.0 0.0 0.0 0.042
O 1.90956 -2.21129 -0.49716 -0.1 0.1 -0.1 -0.167
H -1.71370 1.23441 2.79576 0.0 0.0 0.0 0.029
C -2.03666 2.99457 -1.74222 -0.1 0.1 -0.1 -0.207
H 2.33335 2.33366 -3.96395 0.0 0.0 0.0 0.042
H -1.52625 0.62691 -3.76989 0.0 -0.1 0.0 0.025
H 0.09473 -4.11045 4.54494 0.0 0.0 0.0 0.129
H 2.23271 -3.62591 3.33222 0.0 0.0 0.0 0.143
H 1.06641 3.75130 1.01687 0.0 0.0 0.0 0.034
H 2.98873 1.53274 1.71184 0.0 0.0 0.0 0.030
O -3.42404 -2.85797 1.09369 0.5 0.1 -0.1 0.221
H -0.92909 -0.35072 2.76328 0.0 0.0 0.0 -0.002
C -1.08652 -2.85154 1.66282 -0.5 0.1 -0.4 -0.171
H -3.21946 0.37449 -3.37557 0.0 0.0 0.0 0.043
H -2.08800 -3.65049 3.37140 0.0 0.0 0.0 0.139
Si -1.97562 1.16036 -1.38448 0.1 0.1 0.0 0.345
Si 0.51353 1.42780 1.70111 0.1 0.1 -0.2 0.347
H 0.71479 -0.38345 -4.09025 0.0 0.0 0.0 0.032
Ti 0.08267 -1.80328 -0.86746 0.7 0.2 -0.8 0.870
C 0.35295 3.29037 1.70224 0.0 0.1 0.1 -0.214
C 2.36996 -2.55504 0.69291 0.2 0.0 0.1 -0.534
H 0.54028 3.69754 2.70025 0.0 0.0 0.0 0.040
C -3.38766 0.70880 -0.21451 0.0 -0.1 0.1 -0.201
H -4.16043 1.47996 -0.22205 0.0 0.0 0.0 0.040
```
Positions in Å, forces in eV/Å.

## Properties
total charge	+1
Kohn-Sham gap (spin up / spin down)	6.15 / 5.91	eV
LUMO energy (spin up / spin down)	-4.7 / -4.8	eV
multiplicity	2
HOMO (spin up / spin down)	-0.399 / -0.392	Eh